Below is C4H6FN3 in the gas phase in a non-equilibrium geometry, with properties calculated with wB97M-V/def2-TZVPD.

As for the SMILES: C=NN/C=N\C=C\F. For the electronic energy, the calculation gives -419.94082 a.u. Its multiplicity is 1. As for the HOMO energy: -0.3087 hartree.

```
14
Properties=species:S:1:pos:R:3:forces:R:3
H 0.906536 0.348367 1.641385 0.585 2.562 -2.251
C 1.103204 1.240229 0.842960 1.354 2.064 -1.608
N 0.032192 -1.401724 0.154176 0.214 -0.715 2.296
N 1.871831 -0.138858 -0.529792 4.900 0.482 -5.605
N 1.727522 1.188429 -0.370099 -3.241 -1.561 6.384
H -0.362797 0.576454 -0.823771 -1.880 -2.850 1.101
H 2.739580 -0.172535 -1.320759 -3.066 -1.376 3.200
C -2.100089 -0.333041 0.165003 0.180 1.288 -0.590
H 0.825730 2.277091 0.959023 -0.433 -0.027 1.192
H -2.686478 -0.790491 0.897475 -0.181 -1.694 0.930
C -0.839261 -0.386609 -0.222464 2.297 2.027 -1.981
F -2.851734 0.671858 -0.293518 -0.225 0.745 -0.442
C 1.289423 -1.193416 0.224603 -1.227 1.636 -3.816
H 2.102566 -1.783517 0.447704 0.724 -2.581 1.189
```
Positions in Å, forces in eV/Å.